{
  "formula": "C3H4LaO3",
  "method": "ωB97M-V/def2-TZVPD",
  "e_above_lowest_kcal_mol": 59.4,
  "e_tot_ev": -10167.7683,
  "max_force_ev_per_a": 2.0,
  "homo_energy_ha": -0.4414,
  "charge": 1,
  "elements": ["C", "O", "O", "O", "C", "C", "H", "H", "H", "La", "H"],
  "xyz": [[-0.904458, 1.927302, -0.439887], [0.275001, 1.834433, -0.003264], [0.743342, -0.950003, -0.819230], [-1.635625, 0.782910, -0.301374], [-0.267518, -1.287439, -0.219312], [-1.191878, -0.329354, 0.482842], [-0.546276, -2.356490, -0.208908], [-0.658271, 0.017702, 1.385742], [-2.095834, -0.866376, 0.787620], [2.270799, 0.977717, -0.736767], [4.010723, 0.249593, 0.072539]],
  "atomic_forces_ev_per_a": [[-1.30, 0.06, -0.63], [1.70, -0.58, 0.83], [0.62, 0.12, -0.07], [0.38, 0.24, -0.10], [-0.88, -0.02, -0.07], [0.07, -0.21, 0.39], [0.22, 0.19, 0.05], [-0.14, -0.11, -0.10], [0.23, 0.14, -0.03], [-0.93, 0.16, -0.77], [0.04, 0.01, 0.50]]
}

---

{
  "formula": "C3H4LiLuO3",
  "method": "ωB97M-V/def2-TZVPD",
  "e_above_lowest_kcal_mol": 36.1,
  "e_tot_ev": -43123.5368,
  "max_force_ev_per_a": 2.0,
  "homo_energy_ha": -0.5953,
  "charge": 2,
  "elements": ["H", "C", "C", "O", "C", "O", "O", "Lu", "H", "H", "H", "Li"],
  "xyz": [[-3.444609, 2.316934, 1.853747], [2.001032, -1.889813, -0.376545], [1.260791, -0.614577, -0.651879], [1.320781, 0.214843, 0.475805], [0.182588, 0.417453, 1.228788], [0.182931, -0.163143, 2.299172], [2.546365, -2.541346, -1.244423], [-1.863835, 1.875673, 0.949024], [2.026038, -2.231212, 0.676875], [0.223907, -0.903920, -0.907624], [1.695437, -0.124936, -1.537406], [3.067507, -2.822916, -2.996321]],
  "atomic_forces_ev_per_a": [[0.16, -0.36, 0.31], [0.10, -0.36, 0.52], [-0.28, 0.15, -0.45], [0.46, 0.48, -0.68], [-0.81, -1.00, 1.54], [-0.84, 1.20, -0.89], [-0.07, 0.17, -0.38], [1.02, -0.20, -0.18], [0.03, 0.11, -0.26], [0.17, 0.02, 0.04], [-0.07, -0.02, 0.29], [0.13, -0.19, 0.14]]
}

---

{
  "formula": "C3H4LiO3Sc",
  "method": "ωB97M-V/def2-TZVPD",
  "s_squared": 1.76,
  "e_tot_ev": -30187.2255,
  "multiplicity": 2,
  "max_force_ev_per_a": 3.5,
  "homo_energy_ha": [-0.7851, -0.8315],
  "charge": 3,
  "elements": ["O", "C", "C", "Li", "H", "H", "H", "O", "C", "Sc", "O", "H"],
  "xyz": [[0.637678, 2.186533, 0.027405], [1.374396, 1.208584, 0.564769], [0.647337, -0.096983, 0.766020], [-0.969753, 1.931125, -0.675925], [2.058996, 0.522425, -0.155694], [-0.130387, 0.019925, 1.532397], [1.277685, -0.969185, 0.975528], [-0.373024, -0.307811, -0.526215], [-1.088067, -1.319079, -0.619290], [-3.483724, -2.881205, -1.920042], [-1.824978, -1.735670, -1.500920], [1.873842, 1.441341, 1.531967]],
  "atomic_forces_ev_per_a": [[1.30, -0.83, 0.42], [0.58, -1.52, -1.00], [-2.90, -0.47, 1.85], [-0.54, 0.59, -0.59], [0.21, 2.83, 0.16], [0.22, -0.34, -0.03], [-0.31, -0.01, -0.61], [1.25, 0.97, 0.07], [0.45, -1.39, 1.11], [-0.52, -0.64, -0.39], [-0.11, 0.76, -0.24], [0.37, 0.05, -0.75]]
}

---

{
  "formula": "C3H4LiO4",
  "method": "ωB97M-V/def2-TZVPD",
  "s_squared": 0.76,
  "e_above_lowest_kcal_mol": 51.3,
  "e_tot_ev": -11568.8523,
  "multiplicity": 2,
  "max_force_ev_per_a": 3.2,
  "homo_energy_ha": [-0.3343, -0.3246],
  "charge": 0,
  "elements": ["O", "C", "C", "O", "C", "O", "Li", "H", "H", "H", "H", "O"],
  "xyz": [[0.184706, -1.240447, -0.018653], [-1.147820, -0.845151, 0.101190], [-1.138811, 0.660266, -0.135666], [0.087649, 1.102376, 0.425363], [1.129045, 0.232240, 0.142748], [2.063722, 0.255950, 1.060988], [3.438289, -0.179276, -0.258550], [-1.471990, -1.074253, 1.134719], [-1.777546, -1.391275, -0.617113], [-1.962654, 1.164005, 0.383784], [-1.136372, 0.880307, -1.213557], [1.731784, 0.435263, -1.005252]],
  "atomic_forces_ev_per_a": [[2.21, 1.83, -0.04], [0.34, -0.18, 0.58], [-0.02, -0.07, -0.20], [-0.17, -0.23, 0.31], [-3.16, -0.57, 0.37], [0.44, -0.71, -0.87], [-0.62, 0.05, 0.14], [-0.25, 0.14, -0.32], [0.09, 0.21, 0.15], [0.28, 0.05, -0.26], [-0.19, 0.03, 0.19], [1.03, -0.56, -0.05]]
}